{"formula": "C16H30FN5O3S", "method": "ωB97M-V/def2-TZVPD", "gap_ha": 0.3465, "smiles": "CC(C)C[C@]1(F)NC(=O)[C@](CCN)(CCCO)[C@]1(N)N=C=S.CC(N)=O", "e_lumo_ev": 0.635, "species": ["C", "C", "C", "C", "C", "F", "N", "C", "O", "C", "C", "C", "N", "C", "C", "C", "O", "C", "N", "N", "C", "S", "H", "H", "H", "H", "H", "H", "H", "H", "H", "H", "H", "H", "H", "H", "H", "H", "H", "H", "H", "H", "H", "H", "H", "H", "H", "O", "C", "N", "C", "H", "H", "H", "H", "H"], "xyz": [[2.887518, -1.771551, 0.901979], [1.473184, -1.114695, 0.973279], [1.654556, 0.269573, 1.724211], [0.916535, -0.781340, -0.459759], [-0.546275, -1.235376, -0.734812], [-0.510097, -2.549031, -1.202858], [-0.922745, -0.499939, -1.963859], [-2.155076, 0.168606, -1.918621], [-2.610529, 0.678164, -2.892337], [-2.748422, 0.169886, -0.455657], [-4.230791, -0.310695, -0.625798], [-5.311499, 0.549701, 0.084092], [-5.111062, 0.709320, 1.541344], [-2.635310, 1.696937, -0.100809], [-1.262538, 2.318983, -0.546009], [-0.879389, 3.575895, 0.308524], [0.556972, 3.710779, 0.196165], [-1.708148, -0.805641, 0.227290], [-2.258647, -2.109362, 0.701189], [-1.344379, -0.108491, 1.526869], [-2.090561, -0.378574, 2.428817], [-2.911558, -0.825183, 3.703412], [2.831817, -2.688087, 0.285344], [3.555453, -1.018483, 0.461943], [3.220131, -1.974339, 1.935576], [0.735639, -1.716616, 1.540859], [1.096833, 1.089499, 1.238785], [1.254040, 0.203529, 2.756494], [2.720735, 0.563127, 1.748122], [1.547601, -1.353407, -1.177653], [1.099820, 0.279486, -0.712943], [-0.180362, 0.034996, -2.399416], [-4.501298, -0.310498, -1.702216], [-4.389728, -1.354314, -0.287702], [-5.481296, 1.531006, -0.409021], [-6.272797, 0.005527, -0.043294], [-6.029381, 0.658471, 1.980221], [-4.815737, 1.670295, 1.713020], [-2.824626, 1.880503, 0.971576], [-3.407618, 2.281032, -0.641714], [-0.493995, 1.564685, -0.317531], [-1.264804, 2.644037, -1.598224], [-1.131944, 3.456395, 1.376447], [-1.311639, 4.472231, -0.166458], [0.967811, 3.435014, 1.024799], [-1.505405, -2.706685, 1.032975], [-2.717336, -2.590588, -0.070740], [5.660678, -1.301592, 0.237826], [6.370150, -1.283173, -0.750822], [7.725850, -1.312352, -0.646613], [5.815781, -1.227666, -2.152326], [8.343721, -1.298713, -1.436870], [8.120786, -1.349702, 0.278444], [5.219071, -0.322778, -2.262200], [5.185311, -2.100371, -2.319060], [6.605023, -1.218441, -2.904303]], "atomic_forces_ev_per_a": [[-1.511, 0.391, 0.114], [0.358, 1.582, -0.075], [-0.379, -0.377, 0.425], [0.737, -1.595, 0.733], [1.312, 4.059, -3.101], [-0.395, -0.114, 1.583], [-0.560, 0.341, 1.104], [1.222, -1.121, 0.836], [-0.855, 0.886, -0.673], [0.182, -0.400, -2.824], [-0.570, 0.048, 0.537], [-0.671, -0.321, -0.153], [-0.316, 0.518, -0.390], [0.320, 0.507, -0.345], [-0.557, 0.308, 1.780], [0.827, -0.955, -0.811], [-0.186, 0.329, 0.232], [-0.889, -1.788, 2.328], [-1.024, 0.586, -0.722], [0.581, -0.356, -1.771], [-0.454, -0.623, 2.265], [0.507, 0.582, -0.601], [0.361, 0.334, 0.391], [-0.153, -0.665, 0.082], [0.076, -0.128, -0.579], [0.468, 0.118, -0.370], [0.177, -0.434, 0.166], [0.452, 0.089, -0.449], [-0.469, -0.192, 0.078], [-0.585, 0.250, 0.184], [-0.468, -0.473, 0.308], [-0.195, -0.403, -0.408], [0.349, 0.148, 0.507], [0.358, 0.590, 0.030], [0.352, -0.558, 0.067], [0.554, 0.238, -0.098], [0.304, -0.142, 0.070], [0.105, -0.317, 0.118], [0.328, -0.271, -0.440], [0.141, -0.758, 0.154], [-0.075, 0.493, -0.403], [0.082, -0.565, 0.322], [-0.303, 0.170, -0.526], [-0.014, -0.225, 0.624], [-0.168, 0.042, -0.213], [-0.024, 0.164, -0.170], [0.230, -0.031, 0.177], [0.351, 0.050, -0.228], [0.104, -0.006, 0.204], [0.100, -0.010, 0.067], [0.189, 0.000, -0.135], [-0.101, 0.000, -0.016], [-0.011, 0.001, -0.038], [-0.070, -0.079, 0.031], [-0.070, 0.081, 0.042], [-0.055, 0.003, -0.020]], "nbo_charge": [-0.605, -0.218, -0.615, -0.440, 0.464, -0.357, -0.663, 0.729, -0.587, -0.139, -0.416, -0.218, -0.839, -0.412, -0.432, -0.060, -0.737, 0.272, -0.842, -0.550, 0.285, 0.061, 0.200, 0.235, 0.214, 0.195, 0.198, 0.215, 0.208, 0.230, 0.220, 0.406, 0.236, 0.221, 0.176, 0.194, 0.361, 0.350, 0.221, 0.229, 0.206, 0.224, 0.170, 0.178, 0.472, 0.375, 0.375, -0.627, 0.677, -0.820, -0.712, 0.393, 0.404, 0.241, 0.243, 0.207]}